Entry 1:
Here is a structure of composition C33H22BrF5N3O8S2TeW from the Open Molecules 2025 dataset. Energies are from ωB97M-V with the def2-TZVPD basis set.

Computed properties:
M in g/mol: 1139.02
Lowest unoccupied orbital energy in eV: -5.38
HOMO level in eV: -11.276
Gap between HOMO and LUMO in eV: 5.895
E_tot in eV: -169838.875
Charge: +1
Relative energy (zero: lowest compared OMol25 entry of this formula, charge and spin) in kcal per mole: 111.91

Geometry (Å):
W  -0.14  0.01  0.06
Br  7.08  -0.22  -2.81
C  5.38  -0.04  -2.00
C  4.67  1.15  -2.14
C  3.45  1.31  -1.51
C  2.88  0.27  -0.76
O  1.74  0.46  -0.10
C  3.59  -0.97  -0.69
C  3.01  -2.07  0.02
N  1.76  -2.02  0.30
C  1.03  -2.95  1.00
C  1.13  -4.29  1.04
C  0.04  -5.07  1.57
C  -1.02  -4.50  2.16
C  -1.08  -3.03  2.48
C  -0.80  -2.81  3.95
C  0.02  -1.85  4.38
C  0.62  -0.92  3.45
N  0.49  -1.00  2.18
C  -0.17  -2.17  1.58
C  4.85  -1.09  -1.28
H  5.08  1.95  -2.73
H  2.90  2.24  -1.57
H  3.65  -2.89  0.34
H  1.96  -4.80  0.57
H  0.05  -6.13  1.41
H  -1.89  -5.06  2.45
H  -1.36  -3.44  4.62
H  0.19  -1.68  5.43
H  1.14  -0.05  3.84
H  5.40  -2.02  -1.20
C  0.65  -2.71  -3.59
C  0.84  -1.81  -4.63
C  0.78  -0.46  -4.34
C  0.53  -0.03  -3.04
N  0.43  -0.91  -2.01
C  0.46  -2.23  -2.31
C  0.27  1.38  -2.71
C  0.39  2.42  -3.64
C  0.04  3.71  -3.30
C  -0.44  3.97  -2.02
C  -0.55  2.93  -1.11
C  -0.22  1.60  -1.40
H  0.63  -3.77  -3.77
H  1.00  -2.15  -5.64
H  0.86  0.27  -5.13
H  0.29  -2.92  -1.49
H  0.76  2.24  -4.64
H  0.11  4.51  -4.02
H  -0.74  4.97  -1.75
H  -0.93  3.18  -0.11
O  -1.72  -0.04  2.36
S  -2.68  0.71  1.58
O  -4.02  0.19  1.65
O  -2.14  0.62  0.15
C  -2.77  2.44  1.98
C  -4.04  3.00  1.95
C  -4.20  4.37  2.13
C  -3.09  5.17  2.34
C  -1.83  4.60  2.40
C  -1.67  3.24  2.21
S  -0.02  2.57  2.28
O  0.20  2.02  3.58
O  0.88  3.58  1.83
O  -0.11  1.44  1.26
H  -4.89  2.35  1.78
H  -5.19  4.80  2.08
H  -3.21  6.24  2.46
H  -0.94  5.19  2.57
F  -2.30  -3.36  -0.60
Te  -3.20  -1.57  -0.08
F  -4.22  -0.16  -1.05
F  -4.39  -2.49  -1.35
F  -2.42  -2.64  2.26
F  -2.00  -1.07  -1.62
O  -0.84  -1.66  0.46

Entry 2:
Here is an isolated molecule of CH3ClN2 from the Open Molecules 2025 dataset. Energies are from ωB97M-V with the def2-TZVPD basis set.

Computed properties:
M in g/mol: 78.50
Lowest unoccupied orbital energy in eV: 0.05
HOMO level in eV: -10.334
Gap between HOMO and LUMO in eV: 10.383
E_tot in eV: -16585.612
Structure (SMILES): C/N=N/Cl
Relative energy (zero: lowest compared OMol25 entry of this formula, charge and spin) in kcal per mole: 77.00

Geometry (Å):
C  -0.77  -0.43  0.14
N  0.61  -0.20  -0.13
N  0.98  1.06  -0.21
Cl  2.63  1.07  -0.55
H  -1.16  -0.89  -0.69
H  -1.36  0.39  0.45
H  -0.92  -1.00  1.00

Entry 3:
Here is a cluster of 10 separate species, ClH18O13 in total from the Open Molecules 2025 dataset. Energies are from ωB97M-V with the def2-TZVPD basis set.

Computed properties:
M in g/mol: 261.58
Lowest unoccupied orbital energy in eV: 2.67
HOMO level in eV: -7.016
Gap between HOMO and LUMO in eV: 9.689
E_tot in eV: -39427.306
Charge: -1
Relative energy (zero: lowest compared OMol25 entry of this formula, charge and spin) in kcal per mole: 31.06

Geometry (Å):
Cl  0.63  -0.24  -0.97
O  1.09  -0.27  0.45
O  -0.84  0.07  -1.12
O  1.48  0.76  -1.73
O  0.97  -1.57  -1.56
O  3.87  1.14  -0.29
H  4.13  0.36  0.23
H  3.29  0.76  -0.98
O  -2.73  -2.08  -0.45
H  -3.03  -1.62  -1.25
H  -2.67  -1.40  0.23
O  0.11  2.99  -1.29
H  0.58  3.68  -0.87
H  0.72  2.34  -1.60
O  -0.96  -0.82  2.09
H  -1.76  -0.42  1.82
H  -0.30  -0.52  1.46
O  -3.24  -0.43  -2.44
H  -3.47  0.42  -2.81
H  -2.34  -0.40  -2.30
O  -2.61  2.06  -0.24
H  -1.98  1.55  -0.76
H  -3.32  2.32  -0.80
O  -0.32  -3.36  0.31
H  -1.09  -2.75  0.23
H  0.22  -3.02  -0.41
O  3.50  -0.85  1.60
H  3.58  -0.97  2.54
H  2.68  -0.45  1.31
O  1.65  1.05  3.10
H  1.34  0.44  3.81
H  0.81  1.23  2.69

Entry 4:
Here is the ion C5H11N4O3 with charge -1 from the Open Molecules 2025 dataset. Energies are from ωB97M-V with the def2-TZVPD basis set.

Computed properties:
M in g/mol: 175.17
Lowest unoccupied orbital energy in eV: 3.56
HOMO level in eV: -4.375
Gap between HOMO and LUMO in eV: 7.931
E_tot in eV: -17462.238
Charge: -1
Structure (SMILES): CN1COCN(C)C1N=[N+]([O-])[O-]
Relative energy (zero: lowest compared OMol25 entry of this formula, charge and spin) in kcal per mole: 0.00

Geometry (Å):
C  0.17  -2.40  0.03
N  -0.38  -1.15  -0.33
C  -1.76  -1.06  0.15
O  -2.37  0.08  -0.26
C  -1.64  1.24  0.08
N  -0.40  1.17  -0.56
C  0.34  2.38  -0.74
C  0.29  0.10  0.02
N  1.65  0.07  -0.63
N  2.65  -0.31  0.16
O  2.53  -0.51  1.38
O  3.77  -0.42  -0.41
H  1.28  -2.09  -0.03
H  0.03  -2.50  1.10
H  -0.24  -3.11  -0.64
H  -2.39  -1.87  -0.33
H  -1.79  -1.22  1.31
H  -1.62  1.11  1.13
H  -2.16  2.15  -0.31
H  1.08  2.36  -1.45
H  -0.29  3.18  -0.97
H  0.84  2.77  0.18
H  0.41  0.01  1.11

Entry 5:
Here is a cluster of 2 separate species, C4H10NO in total from the Open Molecules 2025 dataset. Energies are from ωB97M-V with the def2-TZVPD basis set.

Computed properties:
M in g/mol: 88.13
Lowest unoccupied orbital energy in eV: -4.61
HOMO level in eV: -14.964
Gap between HOMO and LUMO in eV: 10.350
E_tot in eV: -7838.710
Charge: +1
Relative energy (zero: lowest compared OMol25 entry of this formula, charge and spin) in kcal per mole: 60.13

Geometry (Å):
C  -0.79  2.10  0.63
C  -1.08  1.12  -0.19
C  1.39  -1.03  -0.64
C  -1.40  -0.21  0.34
N  0.47  -1.18  0.44
O  -2.16  -1.01  -0.24
H  -0.32  3.06  0.42
H  -0.93  1.89  1.71
H  -1.17  1.26  -1.24
H  1.05  -0.12  -1.21
H  2.53  -0.94  -0.45
H  1.27  -1.91  -1.22
H  -1.62  -0.23  1.41
H  0.35  -2.18  0.73
H  0.79  -0.46  1.17
H  -2.14  -1.00  -1.19

Entry 6:
Here is a structure of composition C26H27AsN6OPdSe from the Open Molecules 2025 dataset. Energies are from ωB97M-V with the def2-TZVPD basis set.

Computed properties:
M in g/mol: 699.85
Lowest unoccupied orbital energy in eV: 4.52
HOMO level in eV: -0.836
Gap between HOMO and LUMO in eV: 5.359
E_tot in eV: -168049.547
Charge: -2

Geometry (Å):
Pd  -0.36  0.04  0.98
C  -1.90  5.44  -4.01
C  -2.41  4.15  -3.99
C  -2.07  3.28  -2.97
C  -1.20  3.65  -1.94
C  -0.72  4.97  -1.96
C  -1.05  5.85  -2.98
As  -0.98  2.52  -0.26
C  -1.45  0.82  -1.14
C  -2.48  0.00  -0.63
C  -2.79  -1.21  -1.24
C  -2.12  -1.61  -2.39
C  -1.14  -0.79  -2.93
C  -0.81  0.41  -2.31
C  0.99  2.30  -0.35
C  1.58  1.04  -0.48
C  2.96  0.91  -0.52
C  3.78  2.03  -0.43
C  3.20  3.28  -0.24
C  1.82  3.41  -0.20
H  -2.17  6.13  -4.80
H  -3.08  3.83  -4.78
H  -2.49  2.28  -2.97
H  -0.09  5.31  -1.15
H  -0.67  6.86  -2.97
H  -3.06  0.34  0.22
H  -3.56  -1.84  -0.81
H  -2.37  -2.55  -2.86
H  -0.61  -1.09  -3.83
H  -0.04  1.04  -2.74
H  0.96  0.14  -0.55
H  3.40  -0.07  -0.62
H  4.85  1.92  -0.46
H  3.83  4.15  -0.12
H  1.38  4.39  -0.01
Se  -3.01  -1.11  3.12
C  -2.03  0.26  2.47
N  -1.79  1.40  2.24
O  1.35  1.20  2.89
N  1.60  0.03  2.57
C  2.92  -0.27  2.47
C  3.98  0.63  2.75
N  4.85  1.34  3.01
C  3.31  -1.56  2.07
N  3.71  -2.59  1.74
C  0.84  -4.84  1.56
C  -0.32  -3.96  2.05
C  -0.27  -3.88  3.58
C  -1.66  -4.58  1.61
N  -0.30  -2.57  1.56
N  0.17  -2.35  0.23
H  0.82  -5.79  2.09
H  1.79  -4.35  1.75
H  0.76  -5.05  0.49
H  -0.42  -4.87  4.02
H  -1.05  -3.20  3.93
H  0.70  -3.50  3.90
H  -1.77  -5.59  2.01
H  -1.71  -4.63  0.52
H  -2.47  -3.95  1.97
H  0.23  -1.97  2.17
H  -0.46  -2.81  -0.41
H  1.11  -2.74  0.10

- E_tot of number 5 (C4H10NO)?
  -7838.710 eV